Entry 1:
53
Properties=species:S:1:pos:R:3:mulliken_charge:R:1 method="wB97M-V/def2-TZVPD" gap_ev=6.868 total_charge=+1 energy_ha=-4653.39724 lumo_ev=-3.6
H 0.567 -0.799 1.033 -1.7356
H -1.980 1.820 -3.414 0.3461
H -1.541 -0.752 -3.751 0.2910
C -0.878 -2.433 3.422 -1.0978
C 1.108 2.955 -0.757 -0.7813
N -0.993 -1.859 2.068 0.3384
H -1.485 -3.338 3.506 0.3798
Cl 1.014 3.914 -5.178 -0.1601
Cl 0.725 0.958 -4.195 -0.1207
H 3.018 -1.083 1.462 0.2604
H -0.041 -5.296 -1.101 0.3091
C 0.850 2.244 -3.043 0.1628
O -0.648 0.983 0.355 -0.4243
C -1.816 -0.813 -2.694 -0.8883
H 0.906 -4.888 -2.541 0.2856
H 0.163 -2.682 3.611 0.3450
Cl 0.425 5.454 0.003 -0.2283
C -2.149 1.581 -2.359 -1.0522
H -0.707 -4.191 -2.316 0.2539
H -1.827 2.438 -1.765 0.2508
C 0.922 3.558 -3.503 0.1812
H 2.359 1.982 3.399 0.3651
O -0.628 1.042 2.884 -1.0955
H -0.841 -3.843 1.134 0.4056
H 3.687 0.405 2.091 0.4573
C -0.484 -2.824 1.092 -0.7450
P -0.005 0.371 -1.091 0.2695
H 1.945 -2.359 0.464 0.0155
Cl 0.617 6.213 -3.065 -0.1653
C 2.804 -0.025 1.625 -0.9949
O 1.410 2.741 0.498 -0.9881
N 0.874 -3.383 -1.177 -0.6667
C -2.394 -1.499 1.727 -0.9047
C 0.209 -4.498 -1.805 -0.7417
H -2.692 -0.599 2.269 0.3097
C 0.850 1.922 -1.691 0.1260
C 0.868 4.270 -1.216 0.8441
H 2.835 0.500 4.242 0.4432
P 0.132 0.142 1.943 2.9040
N 1.665 0.175 2.539 0.1112
H -3.221 1.440 -2.207 0.3322
C 2.021 0.989 3.709 -1.0745
N -1.427 0.384 -1.962 0.5058
H -2.899 -0.946 -2.627 0.3516
H 2.653 0.485 0.674 0.2534
H -1.337 -1.691 -2.261 0.1205
H -1.222 -1.702 4.154 0.3410
H -3.067 -2.315 2.002 0.4012
Ca -0.508 2.937 1.396 1.3261
C 0.815 4.587 -2.563 0.0742
H 1.177 1.082 4.383 0.3299
Cl 0.629 -2.425 -0.063 0.9846
H -2.458 -1.328 0.657 0.1894

=====

Entry 2:
79
Properties=species:S:1:pos:R:3:mulliken_charge:R:1 method="wB97M-V/def2-TZVPD" smiles="COc1ccc(C[C@H]2CN3C(=NC[C@H]3Cc3ccccc3)N2CCNC(=O)CCC2CCCCC2)cc1" gap_ev=8.969 energy_ha=-1576.02309 lumo_ev=0.6
C -1.097 2.120 2.175 -0.1389
C -1.892 -3.264 3.165 -0.0188
H -1.202 0.225 4.958 0.3723
H 1.005 1.544 -5.427 0.2376
C -0.752 -4.404 4.941 -0.4433
C 2.389 2.198 1.071 -0.1110
C -0.758 -0.665 -0.400 -1.3515
C -0.806 -3.461 2.319 0.2544
H -4.551 1.219 0.074 0.3026
H 1.478 -2.260 -4.326 0.2900
H -0.193 -1.946 -6.128 0.3826
H 1.810 -1.616 2.951 0.4249
C -0.628 1.482 3.314 0.2385
C 0.725 0.993 -4.522 0.5985
C 0.490 -1.133 -5.867 -0.8236
N 0.179 0.446 -0.299 -0.1187
C -0.018 1.945 -3.579 -0.4251
H 0.281 -0.972 3.581 0.1282
C 0.330 -4.613 4.104 -0.6242
C 0.819 1.556 3.711 -1.7304
C 1.751 -1.694 -5.220 -0.6297
C 1.055 -0.832 2.823 -0.6845
C 0.726 3.246 -3.275 -0.7861
H -1.745 -3.174 0.416 0.3311
H -1.578 -0.993 1.613 -0.8241
H 3.586 -0.957 -4.356 0.4014
H 1.199 -5.143 4.466 0.3939
C -1.865 -3.730 4.467 -0.8085
C -0.203 -0.158 -4.921 -0.6073
C -3.284 1.170 2.468 0.8581
H -0.258 1.417 -2.655 -0.3982
N 1.759 0.963 1.475 0.1598
C 2.891 2.142 -0.373 -1.2426
H 2.253 -2.378 -5.909 0.3644
H 3.238 2.349 1.745 0.3765
C 1.965 3.142 -2.397 0.4764
H 0.931 1.290 4.763 0.4986
H -0.515 -0.690 -4.018 0.0487
C -2.405 1.970 1.748 -0.6542
H 3.003 -0.027 -5.737 0.3975
H -0.428 -1.355 -1.186 0.3115
C -5.096 1.535 0.969 -0.8441
H -2.766 -2.744 2.799 0.4179
H 1.736 -0.085 -2.959 -0.2064
H -1.102 0.241 -5.398 0.3974
H -2.719 2.477 0.850 0.4708
H 1.033 3.726 -4.207 0.2832
H 0.999 1.783 -1.158 0.3324
H 1.713 3.059 1.169 0.2110
C -0.822 -2.893 0.928 -1.2669
H -5.072 2.627 1.042 0.3395
H 0.758 -0.613 -6.790 0.3583
H -3.526 -0.050 4.200 0.4807
C -0.751 -1.367 0.987 1.5989
C 2.689 -0.556 -4.835 -1.1585
H -0.439 2.749 1.597 0.2477
H 3.348 1.162 -0.557 0.2289
H -0.967 2.214 -4.054 0.4272
H 1.151 -4.305 2.154 0.3821
H 2.686 1.234 -3.653 0.2626
H 2.697 0.557 3.300 0.5496
N 1.814 2.384 -1.297 0.6131
O -4.582 0.928 2.130 -0.4919
H -0.731 -4.769 5.957 0.4073
H 3.642 2.919 -0.542 0.5497
C 1.996 0.424 -3.891 0.1696
N 0.515 -0.884 1.489 0.1787
C 1.686 0.577 2.878 -0.0494
C 0.302 -4.141 2.803 -0.4154
H -6.131 1.202 0.897 0.2534
O 2.985 3.764 -2.642 -0.7283
H -2.716 -3.570 5.113 0.4105
H 0.043 3.930 -2.762 0.4170
C -1.526 0.708 4.047 0.0323
H 0.026 -3.271 0.354 0.5531
H 1.203 2.568 3.570 0.5227
C 0.820 0.261 0.798 -0.8065
C -2.833 0.553 3.635 -0.9465
H -1.745 -0.284 -0.671 0.3914

=====

Entry 3:
20
Properties=species:S:1:pos:R:3:mulliken_charge:R:1 method="wB97M-V/def2-TZVPD" gap_ev="7.273 / 8.319" energy_ha=-755.15855 lumo_ev="-1.0 / 0.4"
C 0.164 0.362 -0.023 0.3836
C 1.256 1.396 -0.014 0.4429
H 2.187 -0.383 -1.373 0.3921
C -1.418 -0.670 1.247 -0.2805
N 1.505 1.809 1.240 -0.3813
C -2.320 -0.939 0.105 -0.4815
H 1.232 1.405 2.158 0.2462
F 2.126 -2.426 -0.993 -0.2429
H -1.773 -1.112 2.207 0.3580
H 2.254 2.467 1.463 0.2383
H -2.361 -1.961 -0.051 0.3287
H -3.397 -0.542 0.432 0.2704
C -0.717 0.379 -1.134 0.6232
C 2.030 -1.180 -0.635 0.1483
F 2.591 -1.103 0.572 -0.2193
O 1.823 1.804 -0.977 -0.5961
F -0.305 1.030 -2.273 -0.3137
N -0.250 -0.107 1.205 -0.5635
H -2.680 -0.052 -1.976 0.4286
C -1.946 -0.177 -1.181 -0.7814

=====

Entry 4:
44
Properties=species:S:1:pos:R:3:mulliken_charge:R:1 method="wB97M-V/def2-TZVPD" smiles="COCCn1c(SCC(=O)OC(C)C)nnc1-c1ccccc1" gap_ev=9.030 energy_ha=-1410.46369 lumo_ev=0.6
C 2.006 -0.595 -2.965 -0.2716
C -1.891 -0.039 -1.830 -0.3089
C -1.269 -2.053 -2.912 -0.7019
H -0.561 3.877 2.061 0.3334
C -1.415 3.380 1.607 -0.4531
H -2.750 -0.031 -2.515 0.4181
H 2.770 -1.585 -4.697 0.3897
H 1.222 0.297 2.754 0.2339
H 0.976 -0.869 4.066 0.3951
H -1.158 -0.565 5.574 0.4062
H -0.796 1.155 5.783 0.3293
C -0.855 0.996 -2.315 -1.0034
C 1.906 -1.918 -0.958 -0.4212
O -2.115 1.080 1.501 -0.6221
H -2.228 0.238 -0.826 0.1818
C -1.512 1.940 2.089 0.5607
C 1.144 0.413 -0.867 0.1963
H 3.110 -3.734 -3.539 0.4133
H 1.667 -1.991 0.091 0.4718
C 2.519 -1.681 -3.651 -0.7025
H -0.354 0.637 -3.216 0.3847
C 1.684 -0.712 -1.616 0.6247
H 1.888 0.353 -3.472 0.5636
C 0.811 0.157 3.751 -1.1385
C 2.415 -3.000 -1.650 -0.6431
H 1.326 0.829 4.434 0.3058
H -1.211 -0.231 3.086 0.3025
O -1.362 -1.335 -1.708 -0.2873
N 1.582 0.813 0.297 -0.7052
H -2.338 3.922 1.814 0.4478
C -0.010 2.116 -0.257 0.3980
N 0.118 1.226 -1.283 0.1271
C -1.288 0.425 5.146 -1.5181
C 2.715 -2.887 -2.999 -0.4094
H -2.246 -2.122 -3.406 0.3286
H 2.579 -3.936 -1.138 0.3871
O -0.850 1.793 3.217 -0.3676
H -1.358 1.942 -2.531 0.4870
H -0.548 -1.611 -3.609 0.2866
C -0.681 0.463 3.750 0.5993
N 0.870 1.883 0.677 -0.3677
H -0.926 -3.050 -2.644 0.2272
S -1.232 3.356 -0.200 -0.2473
H -2.351 0.653 5.106 0.3693

=====

Entry 5:
20
Properties=species:S:1:pos:R:3:mulliken_charge:R:1 method="wB97M-V/def2-TZVPD" gap_ev="7.950 / 7.952" energy_ha=-3637.28205 lumo_ev="0.0 / 0.0"
H 0.819 -0.937 1.395 0.6258
P 3.068 -0.063 -0.454 0.1161
H -1.600 -2.677 1.272 0.3848
C -0.501 -0.408 -0.216 -0.4948
C 0.617 0.487 -0.696 0.3623
C -0.917 -2.039 1.852 -0.7177
C 0.057 -1.381 0.908 -1.1734
H 0.552 3.399 -2.224 0.2648
H -0.781 -1.037 -1.104 0.2649
P 2.059 1.389 0.762 0.0526
C 1.041 2.436 -2.192 -0.2497
H 1.937 2.189 -2.801 0.2795
N 0.316 1.699 -1.371 -0.1309
H -0.324 2.133 -0.789 0.2406
H -1.293 0.199 0.061 0.5241
Br -2.050 -0.680 2.881 -0.2307
H 0.534 -2.133 0.424 0.4732
N 3.068 1.747 -0.458 -0.4971
H -0.305 -2.741 2.497 0.4010
O 1.593 -0.225 -1.384 -0.4956

=====

Computed values of energy above the lowest of the compared OMol25 structures with the same formula, charge and spin (unit: kJ/mol) for the preceding records, in sequence: 277.59; 46.61; 238.72; 230.80; 0.00.